Computed, not measured: a structure of composition C14H25AsMnN3O13P2S at a distorted geometry, with ωB97M-V/def2-TZVPD.

Each line ends with the Mulliken charge.
Positions of all 60 atoms, in Å:
Mn  0.17071  -0.22966  -0.53957  2.239
O  1.43529  3.31243  1.76577  -0.609
As  0.90757  2.73208  0.21211  0.994
O  -0.41687  3.48311  -0.31747  -0.696
O  0.67028  1.01300  0.60330  -0.414
C  2.57705  2.81807  -0.74527  -0.156
C  3.51248  3.75245  -0.32566  -0.553
C  4.70916  3.90977  -1.01885  -0.656
C  4.97892  3.13963  -2.13799  -0.659
C  4.04963  2.19858  -2.56768  -0.658
C  2.86943  2.04905  -1.86702  0.634
S  1.71371  0.84107  -2.40478  1.673
O  0.40569  1.38876  -1.91230  -1.119
O  1.84697  0.59480  -3.79280  -0.688
O  1.84033  -0.36824  -1.51075  -0.606
H  0.70254  3.76829  2.20446  0.356
H  3.31282  4.36335  0.54409  0.523
H  5.42682  4.64530  -0.68289  0.417
H  5.90412  3.27077  -2.68087  0.424
H  4.23356  1.59462  -3.44609  0.503
N  -2.38453  2.07469  -1.80760  0.021
C  -3.02910  0.73354  -1.51087  0.664
C  -4.50917  0.83121  -1.87636  -1.832
P  -2.26248  -0.63404  -2.44786  0.420
O  -2.10669  0.10439  -3.85843  -0.537
O  -3.07098  -1.84891  -2.42157  -0.713
O  -0.78620  -0.81402  -1.94519  -0.233
P  -2.78830  0.54765  0.32465  0.484
O  -3.91455  -0.45281  0.83959  -0.544
O  -2.92942  1.91214  0.86191  -0.869
O  -1.50139  -0.25501  0.45056  -0.143
H  -2.80086  2.49378  -2.63896  0.446
H  -1.36742  2.02971  -1.95515  0.031
H  -2.52148  2.68355  -0.97915  0.477
H  -4.63272  1.05281  -2.93825  0.495
H  -4.98627  1.61658  -1.28692  0.473
H  -4.99414  -0.11920  -1.66835  0.417
H  -1.94173  -0.47362  -4.61463  0.376
H  -4.58262  0.00771  1.36372  0.373
C  2.47406  -1.33843  2.00417  -0.988
N  1.29344  -2.11904  2.37195  0.174
C  1.30760  -2.84716  3.63983  -0.619
C  -0.10022  -3.24265  4.02667  -0.730
C  -0.74524  -3.99739  2.88386  -0.611
N  -0.63596  -3.22533  1.64905  0.266
C  -1.64039  -3.47989  0.61836  -0.957
C  0.36193  -2.36872  1.44806  0.649
O  0.45616  -1.79326  0.29872  -0.813
H  3.14046  -1.31846  2.86202  0.459
H  2.20061  -0.31864  1.74879  0.103
H  2.99484  -1.79623  1.16241  0.354
H  1.74971  -2.19160  4.38882  0.467
H  1.94650  -3.73198  3.54975  0.296
H  -0.68758  -2.35228  4.25802  0.310
H  -0.07264  -3.86660  4.91883  0.373
H  -1.80746  -4.15630  3.06762  0.388
H  -0.28342  -4.97943  2.74442  0.286
H  -2.63034  -3.23845  1.00485  0.324
H  -1.60932  -4.53415  0.34083  0.383
H  -1.45291  -2.87140  -0.25790  0.129

Atomic forces in eV per Å
-0.5 0.4 -0.1
-0.1 -0.1 -0.1
0.3 -0.3 0.2
-0.2 0.1 -0.1
0.1 -0.1 -0.3
0.0 0.2 0.2
0.0 0.1 0.1
0.0 -0.1 -0.1
-0.1 0.0 0.1
0.2 0.0 -0.1
-0.1 -0.2 -0.1
-0.1 -0.1 0.1
-0.2 0.1 -0.1
0.1 0.0 0.0
0.3 0.0 0.0
0.0 0.0 0.0
0.0 0.0 0.0
0.0 0.0 0.0
0.0 0.0 0.0
0.0 0.0 0.0
-0.1 0.0 -0.1
0.0 0.2 0.1
0.0 0.0 0.1
0.0 0.0 -0.2
0.0 0.0 0.1
0.0 -0.1 0.0
0.1 0.0 0.3
-0.1 0.0 -0.1
0.1 0.0 -0.1
0.0 0.1 0.1
0.1 -0.1 0.2
0.0 0.0 0.0
0.0 0.0 0.0
0.1 0.0 0.0
0.0 0.0 0.0
0.0 0.0 0.0
0.0 0.0 0.0
0.0 0.0 0.0
0.0 0.0 0.0
0.0 0.0 0.0
0.0 -0.1 -0.1
0.0 0.0 0.0
0.0 0.0 0.1
0.0 0.0 0.0
0.1 0.1 0.0
0.0 0.0 0.0
-0.8 0.0 0.2
1.2 -0.2 0.0
0.0 0.0 0.0
0.0 0.0 0.0
0.0 0.0 0.0
0.0 0.0 0.0
0.0 0.0 0.0
0.0 0.0 0.0
0.0 0.0 0.0
0.0 0.0 0.0
0.0 0.0 0.0
0.0 0.0 0.0
0.0 0.0 0.0
0.0 0.0 0.0

E_tot = -167583.647 eV
net charge = +1
energy relative to the best compared isomer or geometry (same formula, charge and spin) = 31.06 kJ/mol
gap between HOMO and LUMO (spin up / spin down) = 6.56 / 7.45 eV
expectation value of S² = 0.774
F_max = 1.2 eV Å⁻¹
2S+1 = 2


Computed, not measured: a structure of composition C14H25BIrN6Si at a distorted geometry, with ωB97M-V/def2-TZVPD.

Each line ends with the Mulliken charge.
Positions of all 48 atoms, in Å:
C  -0.06206  2.63776  -1.87443  -0.080
N  -0.04425  1.32592  -1.44946  0.281
N  -1.31290  0.80309  -1.60696  0.185
C  -1.96141  1.62746  -2.48364  0.009
C  -1.23730  2.81058  -2.62306  -0.899
B  -1.88156  -0.66835  -1.26905  0.041
N  -0.60824  -1.55083  -1.45765  0.103
N  0.69908  -1.14925  -1.28140  0.088
C  1.51096  -2.11642  -1.78948  -0.055
C  0.71502  -3.02112  -2.49821  -0.988
C  -0.59114  -2.59712  -2.33297  -0.149
Ir  1.44600  0.59444  -0.51007  0.123
N  -3.09554  -1.03997  -0.00600  0.432
N  -2.78014  -1.33943  1.33500  -0.480
C  -3.86761  -1.17272  2.08500  -0.116
C  -4.98712  -1.11728  1.22143  -0.523
C  -4.45822  -1.05867  -0.08458  -0.043
H  -3.75617  -1.07026  3.15963  0.468
H  -4.96532  -1.05930  -1.05008  0.478
H  -6.00776  -1.08300  1.54033  0.462
H  -2.68164  -0.87588  -2.17550  -0.074
H  -1.53591  -3.02324  -2.66908  0.477
H  -2.93559  1.37572  -2.83483  0.529
H  1.10514  -3.86436  -3.03133  0.497
H  -1.54397  3.71247  -3.06768  0.517
H  2.54610  -2.00999  -1.76137  0.461
H  0.73135  3.28855  -1.66883  0.465
H  1.31114  -1.04789  0.93473  0.474
C  2.37366  -0.63985  0.70740  -1.324
H  2.88059  -1.52436  0.34730  0.469
H  2.79651  0.20636  -0.03250  0.463
H  2.72269  -0.32480  1.67780  0.331
C  2.96149  3.38494  0.13017  -0.826
Si  2.24693  2.72652  1.72094  0.064
C  3.47808  1.75742  2.73389  -0.884
C  1.55488  4.08340  2.81131  -0.715
C  0.83003  1.61104  1.13327  -1.178
H  4.02406  3.60596  0.28791  0.464
H  2.44864  4.31431  -0.15121  0.393
H  2.87522  2.66864  -0.70935  0.223
H  4.15390  2.46884  3.22537  0.397
H  2.96483  1.17746  3.51120  0.452
H  4.08868  1.08328  2.12415  0.470
H  0.73771  4.63345  2.32931  0.399
H  1.17956  3.67279  3.75775  0.376
H  2.35106  4.79780  3.05087  0.391
H  0.42379  0.88549  1.86502  0.764
H  -0.01662  2.26418  0.82269  0.588

Atomic forces in eV per Å
-2.0 -2.1 -1.4
-2.3 3.7 -0.1
-1.4 0.4 -1.8
0.2 -2.3 2.5
2.4 1.1 1.1
-1.5 -1.3 -0.9
-0.5 0.7 -1.1
0.4 -1.4 0.1
-3.0 0.1 -1.1
0.8 0.3 0.3
-0.1 -0.4 1.3
-5.9 0.7 -2.8
-0.3 0.0 -0.3
0.4 1.5 0.5
0.7 -0.1 -1.1
0.2 0.2 1.7
2.6 0.2 -2.0
-0.4 -0.6 -0.1
0.0 0.1 0.3
-0.5 -0.1 -0.2
0.7 0.2 0.4
0.4 0.0 0.0
-0.5 -0.2 -0.3
-0.2 -0.2 -0.3
-0.4 0.9 -0.8
1.6 -0.1 0.1
1.0 0.8 0.0
1.2 0.6 -0.2
0.1 -3.4 3.5
0.5 -0.2 0.1
4.5 -0.8 1.2
0.4 -0.2 0.1
-0.1 0.2 0.6
-0.5 -0.9 -3.2
1.1 -0.3 2.5
-0.4 2.1 2.9
-0.6 0.6 0.9
0.0 0.2 -0.2
0.2 0.0 -0.1
0.2 0.3 0.1
-0.1 0.0 -0.1
-0.1 0.3 -0.1
-0.2 0.4 -0.7
0.0 -0.5 -0.9
0.2 -0.4 -0.2
0.3 -0.3 -0.2
0.3 0.4 -0.2
0.5 -0.2 0.3

E_tot = -35202.247 eV
net charge = +4
energy relative to the best compared isomer or geometry (same formula, charge and spin) = 46.50 kJ/mol
gap between HOMO and LUMO (spin up / spin down) = 8.47 / 3.64 eV
expectation value of S² = 8.811
F_max = 6.6 eV Å⁻¹
2S+1 = 6


Computed, not measured: a cluster of 6 separate species, C14H25Br8Cl2F3O2 in total at a distorted geometry, with ωB97M-V/def2-TZVPD.

Each line ends with the Mulliken charge.
Positions of all 54 atoms, in Å:
C  0.84336  -0.76463  -1.09612  -0.705
C  1.81468  0.02217  -0.27540  -0.322
O  1.17816  1.28626  0.19568  -0.194
C  0.26968  1.17986  1.20147  0.352
O  -0.16461  0.25784  1.72656  -0.497
C  -0.23656  2.60671  1.62022  0.798
F  0.41900  3.00178  2.73530  -0.248
F  -0.03107  3.55484  0.65191  -0.265
F  -1.52681  2.58516  1.83130  -0.250
H  1.28977  -1.67775  -1.52197  0.456
H  0.44290  -0.10997  -1.90700  -0.117
H  0.05633  -1.09203  -0.47388  0.296
H  2.78773  0.33083  -0.72053  0.349
H  2.06130  -0.56020  0.60954  0.284
Br  4.52438  4.78786  0.43488  -0.147
C  3.43330  3.50395  1.49800  -0.329
C  4.33494  2.50667  2.16850  -0.529
Br  3.33442  1.06864  3.02001  -0.166
H  2.77165  3.02975  0.80640  0.014
H  2.83581  4.00579  2.20599  0.405
H  4.95481  3.01017  2.91518  0.414
H  5.00749  1.91772  1.54322  0.377
Br  0.45754  -0.56214  -4.76161  -0.148
C  -0.18422  -2.37091  -4.62935  -0.305
C  -0.96151  -2.74314  -5.87168  -0.747
Br  -1.35938  -4.62217  -6.05468  -0.152
H  -0.71021  -2.52504  -3.66701  0.240
H  0.63765  -3.08661  -4.61976  0.377
H  -0.40184  -2.47890  -6.73777  0.398
H  -1.96848  -2.30950  -5.92009  0.361
Br  -2.76668  -1.14895  6.09757  -0.109
C  -2.58365  0.59148  5.27683  -0.577
C  -3.70311  1.54467  5.62120  -0.482
Br  -3.74081  1.96246  7.49221  -0.130
H  -2.48402  0.47827  4.19991  0.267
H  -1.61874  0.89307  5.68466  0.345
H  -4.65028  1.11586  5.38072  0.379
H  -3.63338  2.55779  5.15655  0.309
Br  -2.67101  0.28819  -2.56337  -0.159
C  -2.83066  2.20721  -2.94174  -0.519
C  -1.52583  2.69452  -3.47068  -0.304
Br  -1.76559  4.49278  -4.35945  -0.172
H  -2.94403  2.51654  -1.92269  0.290
H  -3.66313  2.34658  -3.58619  0.460
H  -1.14896  1.92006  -4.14142  0.233
H  -0.73144  2.79977  -2.75100  0.162
Cl  2.76145  -5.90063  0.34743  -0.180
C  1.41620  -4.97782  0.96680  -0.167
C  0.07892  -5.24640  0.24410  -0.553
Cl  0.09210  -4.67769  -1.48819  -0.139
H  1.68794  -3.92362  0.87872  0.059
H  1.32702  -5.20199  2.05949  0.318
H  -0.69104  -4.75062  0.82753  0.304
H  -0.12150  -6.33454  0.08368  0.364

Atomic forces in eV per Å
0.5 0.7 -1.7
0.4 0.4 1.0
-0.3 -0.7 0.6
2.0 4.3 -2.8
-1.3 -4.0 1.9
1.3 0.7 -1.2
-0.5 -0.1 -0.4
0.2 -0.7 0.8
-0.8 -0.2 0.6
0.1 0.5 0.0
0.2 -0.8 0.5
-1.1 -0.3 0.7
-1.0 -0.1 -0.1
0.1 0.1 0.2
-0.5 -0.5 0.6
0.9 -0.6 -1.0
1.0 -0.1 0.2
-0.3 0.2 0.3
-0.3 -0.2 -0.6
-0.4 1.0 0.8
-0.2 -0.3 0.1
-0.2 0.6 -0.4
0.1 0.0 -0.1
-0.2 -1.5 0.4
-1.4 0.6 0.3
0.2 -0.4 0.3
0.0 0.4 -0.7
0.5 0.5 0.2
0.3 0.2 -0.6
0.5 0.3 0.1
-0.3 -0.3 -0.1
0.7 0.5 0.1
0.4 0.9 -0.2
-0.1 0.0 0.6
-0.1 -0.2 0.0
-0.2 0.4 -0.2
-0.6 -0.2 -0.2
0.3 -1.1 0.0
-0.1 -0.3 -0.2
0.9 -0.6 1.3
0.4 0.0 -1.2
0.2 -1.3 0.5
-0.8 0.9 0.2
-0.6 0.2 -0.3
0.0 0.7 -0.7
-0.1 0.4 0.6
0.5 -0.5 -0.3
-0.9 0.3 0.6
0.9 -1.0 -0.4
0.0 0.2 0.7
-0.2 -0.1 0.0
-0.1 0.1 -0.9
-0.3 0.0 -0.4
0.1 0.9 0.7

SMILES = CCOC(=O)C(F)(F)F.BrCCBr.BrCCBr.BrCCBr.BrCCBr.ClCCCl
E_tot = -612555.979 eV
energy relative to the best compared isomer or geometry (same formula, charge and spin) = 0.00 kJ/mol
gap between HOMO and LUMO = 10.19 eV
F_max = 5.5 eV Å⁻¹
2S+1 = 1


Computed, not measured: a structure of composition C14H25F2O9S2Zn at a distorted geometry, with ωB97M-V/def2-TZVPD.

Each line ends with the Mulliken charge.
Positions of all 53 atoms, in Å:
Zn  8.02075  20.98685  -10.56263  1.410
C  5.31535  18.85577  -9.37161  -0.599
C  6.69241  18.33099  -8.91504  -0.545
O  7.61978  19.16955  -9.56836  -0.586
H  4.64815  18.00656  -9.22402  0.522
H  5.37803  19.03254  -10.44535  0.093
H  5.08631  19.80397  -8.88523  -0.141
H  6.65805  17.29872  -9.26337  0.336
H  6.71465  18.22099  -7.83083  0.175
F  8.11027  20.14504  -12.37496  -0.893
F  8.80379  22.73902  -11.22669  -0.849
O  5.40467  23.32634  -12.32498  -0.653
S  5.10198  22.60634  -11.07260  1.022
O  6.15999  21.76036  -10.45245  0.133
O  4.62080  23.80160  -10.00757  -0.488
C  4.44015  23.46707  -8.67466  -0.299
C  3.33097  22.51791  -8.25639  -1.007
C  3.45006  21.76855  -11.49095  -1.046
H  4.24194  24.50185  -8.39528  0.380
H  5.38984  23.26292  -8.18017  0.210
H  2.87234  22.89457  -7.34212  0.358
H  3.65595  21.54613  -7.88472  0.205
H  2.68608  22.36611  -9.12193  0.409
H  3.37764  21.05404  -10.67099  0.261
H  3.47549  21.26822  -12.45901  0.366
H  2.66310  22.52136  -11.53644  0.403
O  8.06706  20.50756  -6.53008  -0.616
S  8.59059  21.65462  -7.18796  1.134
O  8.62750  21.72547  -8.67402  -0.431
O  7.88353  23.03282  -6.65323  -0.288
C  7.09814  22.89508  -5.45851  -0.427
C  5.83059  22.03831  -5.58209  -0.625
C  10.33735  21.79169  -6.61057  -1.096
H  6.72519  23.89835  -5.25249  0.357
H  7.72795  22.62857  -4.60974  0.338
H  5.10089  22.36681  -4.84201  0.413
H  6.01976  20.96486  -5.58619  0.317
H  5.46321  22.22208  -6.59173  -0.101
H  10.91348  22.60050  -7.06000  0.332
H  10.75588  20.84470  -6.95137  0.343
H  10.30975  21.95039  -5.53254  0.332
C  13.95041  20.07977  -11.76424  -0.429
C  12.83542  19.91190  -10.96142  -0.304
C  11.52279  20.40753  -11.17080  0.275
O  10.56969  20.21740  -10.42614  -0.437
C  11.43096  21.13849  -12.46641  -0.141
C  12.51117  21.34077  -13.32855  -0.456
C  13.89119  20.76713  -13.07820  0.417
O  14.83435  20.81895  -13.85860  -0.604
H  14.85019  19.50152  -11.61449  0.348
H  12.92342  19.34832  -10.04434  0.358
H  10.43944  21.46062  -12.74841  0.433
H  12.23938  21.84052  -14.24658  0.381

Atomic forces in eV per Å
1.2 -1.5 -1.9
0.4 -0.8 0.2
-0.2 2.3 -2.5
0.3 -0.7 1.3
-1.0 0.4 0.3
0.1 0.0 0.0
-0.4 -0.1 0.2
0.7 -0.6 -0.4
0.4 0.5 0.6
0.0 0.4 0.7
-0.2 -0.7 0.6
-0.6 -1.3 2.9
1.6 1.2 -3.1
-4.4 2.2 -0.6
0.6 -2.4 -3.2
0.5 1.4 2.1
0.3 -0.3 0.1
1.4 -0.2 1.1
-0.5 -0.1 1.1
0.2 -0.4 -0.4
-0.6 0.5 -0.4
0.5 -0.2 -0.6
-0.6 0.1 0.6
-0.6 -0.1 -0.2
0.7 0.1 0.2
0.3 0.1 0.4
-0.4 0.2 0.4
1.9 0.5 -3.7
-0.1 0.7 4.5
0.3 -1.4 -0.5
-0.9 0.3 0.7
0.7 -0.1 -0.8
-1.0 0.4 -0.4
0.4 0.2 -0.2
0.1 -0.3 -0.1
0.0 -0.2 0.0
0.0 0.2 0.5
-0.4 0.1 0.2
-0.5 0.1 -0.3
0.0 -0.1 0.4
0.0 -0.4 0.0
-2.0 -0.9 0.8
4.1 -0.9 0.4
-2.0 1.2 -1.4
1.3 0.1 -0.4
1.4 0.4 -1.7
-1.9 -0.8 1.7
-1.3 0.8 -0.2
-0.8 -0.1 0.7
0.2 0.2 0.5
0.3 -0.3 0.1
-0.3 0.2 0.1
0.5 0.1 -0.2

E_tot = -108871.470 eV
net charge = -1
gap between HOMO and LUMO = 4.90 eV
F_max = 4.9 eV Å⁻¹
2S+1 = 1